Entry 1:
{
  "formula": "C28H34Cl2N3O7P2S2Tl",
  "method": "ωB97M-V with the def2-TZVPD basis set",
  "largest_force_ha_per_bohr": 0.0198,
  "gap_ev": 6.414,
  "elements": ["H", "H", "C", "S", "C", "C", "C", "C", "H", "C", "H", "H", "O", "H", "C", "H", "H", "H", "H", "C", "H", "C", "O", "H", "H", "H", "C", "H", "H", "O", "C", "C", "H", "C", "C", "C", "C", "H", "H", "S", "H", "C", "C", "C", "H", "N", "N", "C", "H", "O", "H", "Cl", "H", "C", "P", "C", "H", "O", "P", "H", "Cl", "O", "H", "O", "C", "C", "H", "Tl", "C", "C", "H", "H", "N", "C", "C", "H", "H", "H", "H"],
  "xyz": [[1.614, 2.667, -3.602], [0.000, -2.875, 4.167], [-2.422, 3.532, -3.601], [1.573, -1.827, -1.535], [-2.590, 2.179, -3.236], [0.915, -3.821, 1.240], [-2.787, -0.490, -2.447], [-0.941, 4.011, 3.214], [-1.651, 4.555, 3.851], [-0.758, -5.946, 0.705], [0.797, 3.608, 4.409], [-1.615, -3.564, 3.968], [1.410, -1.419, 0.096], [-2.921, 3.909, -4.483], [-0.478, -3.647, 1.384], [-3.294, -1.203, 2.310], [-1.411, -6.778, 0.474], [3.711, -3.425, -0.100], [-4.017, -0.755, -4.179], [-1.997, 0.340, -1.621], [0.100, 1.914, -5.426], [1.455, -5.052, 0.884], [2.921, 0.579, -0.327], [-0.138, -1.945, -3.575], [4.160, -1.848, 0.522], [-2.113, 2.371, 2.837], [-2.882, -2.123, 1.894], [4.186, -3.268, 1.625], [2.812, 3.179, 1.520], [2.191, 2.784, -1.011], [-1.639, 4.349, -2.834], [-0.121, -0.061, -4.632], [2.855, -0.553, 2.452], [-1.297, -4.726, 1.083], [0.484, 4.351, 3.670], [0.217, -0.926, -3.606], [-3.350, 1.257, -3.984], [-0.776, -0.397, -5.423], [0.450, 5.323, 4.164], [2.780, 1.513, -1.439], [-1.427, -1.876, 4.483], [-1.933, 1.729, -2.055], [-1.047, 3.820, -1.678], [1.558, 4.421, 2.565], [1.241, -0.966, 3.062], [2.267, 3.150, 2.377], [-1.195, 2.574, -1.303], [-1.019, -2.661, 3.843], [-3.308, -2.976, 2.421], [2.957, -2.091, -1.754], [-2.372, -4.609, 1.133], [-2.832, -2.193, -2.093], [2.897, 2.986, 3.152], [-3.445, -0.050, -3.592], [1.991, -2.373, 1.228], [1.212, 1.663, -3.617], [1.092, 4.668, 1.608], [-1.352, -0.075, -0.604], [-1.058, -2.032, 2.073], [-3.138, -2.154, 0.841], [-4.122, 1.758, -5.461], [3.956, 1.655, -2.257], [-1.093, 4.360, 2.189], [0.701, -2.948, -1.690], [3.682, -2.795, 0.782], [1.056, -0.487, -2.586], [2.525, -5.175, 0.781], [0.415, 1.565, 0.685], [1.569, 0.813, -2.579], [0.615, -6.120, 0.628], [-1.481, 5.385, -3.098], [2.246, 5.240, 2.814], [-1.200, 2.570, 3.228], [0.373, 1.234, -4.630], [2.184, -1.374, 2.715], [1.032, -7.079, 0.352], [2.640, -1.997, 3.485], [-1.179, 2.215, 4.177], [-0.443, 4.451, -1.035]],
  "forces_ev_per_a": [[-0.031, 0.038, -0.060], [0.026, 0.041, 0.003], [0.052, 0.073, 0.082], [0.195, -0.961, -0.274], [0.096, -0.014, 0.199], [-0.038, 0.317, 0.249], [0.252, 0.125, 0.162], [0.040, -0.011, 0.150], [0.021, 0.029, -0.082], [0.064, -0.099, -0.033], [0.030, 0.092, 0.122], [-0.018, -0.005, -0.066], [-0.183, 0.113, -0.629], [0.038, -0.025, -0.031], [0.316, 0.131, -0.078], [-0.004, -0.019, -0.002], [-0.045, 0.022, -0.009], [0.037, -0.068, 0.078], [0.003, -0.008, -0.027], [0.128, -0.401, 0.268], [-0.002, 0.029, -0.011], [0.071, 0.066, 0.044], [-0.073, -0.024, 0.026], [-0.161, 0.055, -0.067], [-0.002, 0.017, 0.057], [0.002, -0.042, 0.075], [0.219, 0.103, -0.166], [-0.011, 0.016, 0.049], [0.070, -0.039, 0.041], [-0.187, -0.062, 0.016], [-0.091, 0.009, -0.088], [0.074, 0.009, 0.052], [0.026, -0.022, -0.070], [-0.041, 0.154, 0.018], [0.002, -0.001, -0.377], [-0.025, -0.119, 0.147], [0.004, -0.170, -0.073], [-0.033, -0.021, -0.010], [0.031, -0.029, 0.070], [0.748, 0.156, -0.270], [0.025, -0.030, 0.065], [-0.243, 0.091, -0.338], [-0.005, -0.040, 0.112], [-0.031, -0.096, 0.214], [-0.051, -0.004, -0.012], [-0.041, 0.143, 0.118], [0.114, 0.063, 0.083], [0.089, 0.342, -0.188], [-0.006, -0.007, -0.014], [0.186, 0.519, 0.039], [-0.004, -0.025, 0.030], [-0.047, -0.088, 0.142], [0.056, -0.012, -0.061], [-0.003, 0.142, 0.005], [0.327, -0.009, -0.357], [-0.055, -0.062, 0.173], [-0.024, 0.099, 0.012], [-0.085, 0.116, -0.145], [-0.415, -0.580, 0.620], [-0.086, 0.047, -0.219], [-0.110, 0.058, -0.121], [0.004, 0.014, -0.031], [-0.014, 0.067, 0.013], [-0.343, 0.370, 0.053], [-0.220, -0.165, 0.191], [0.052, 0.313, 0.522], [-0.006, -0.014, -0.026], [-0.638, -0.361, 0.178], [0.128, -0.159, 0.121], [0.008, -0.080, 0.026], [-0.014, 0.015, 0.006], [-0.031, -0.015, -0.123], [0.084, -0.048, -0.115], [-0.074, -0.003, -0.086], [-0.166, -0.042, -0.278], [-0.013, 0.005, -0.026], [-0.003, -0.031, -0.017], [-0.047, -0.001, -0.025], [0.096, 0.009, -0.029]]
}

=====

Entry 2:
{
  "formula": "C28H34Cl3GeN6O11PSTi",
  "method": "ωB97M-V with the def2-TZVPD basis set",
  "s2": 3.78,
  "total_charge": -1,
  "multiplicity": 4,
  "largest_force_ha_per_bohr": 0.0117,
  "gap_ev": [4.761, 6.199],
  "elements": ["C", "C", "O", "O", "C", "H", "C", "H", "H", "C", "H", "N", "H", "N", "C", "Cl", "H", "H", "Cl", "H", "O", "C", "C", "H", "C", "C", "H", "Cl", "H", "C", "O", "Ti", "C", "H", "O", "C", "H", "H", "N", "S", "H", "N", "O", "Ge", "C", "H", "C", "H", "H", "H", "C", "N", "C", "H", "C", "N", "C", "C", "O", "C", "P", "O", "O", "C", "H", "H", "C", "H", "H", "H", "H", "C", "C", "C", "H", "H", "H", "O", "H", "H", "C", "C", "O", "H", "H", "H"],
  "xyz": [[0.012, -1.561, 1.201], [0.231, -3.627, -2.682], [1.726, -4.886, -5.663], [4.983, 2.211, 3.221], [3.764, 3.328, 1.693], [1.421, -3.279, -0.025], [1.482, 2.934, 1.238], [2.400, 0.070, -4.160], [-0.568, -3.803, 3.157], [1.156, -3.687, 0.949], [-5.471, 0.463, 0.498], [-2.753, 2.255, -1.619], [0.713, -4.285, -1.975], [-2.468, 3.637, -1.416], [-0.649, -2.647, -2.297], [-5.302, 3.623, -0.088], [2.853, -4.978, 1.235], [-1.507, -1.401, -5.334], [-3.159, 6.347, 0.045], [3.188, 2.367, -3.054], [-0.757, 2.440, 0.668], [2.648, 3.669, 0.980], [2.198, 2.551, -2.636], [6.405, 3.705, 3.158], [1.463, 1.934, 2.202], [0.253, 3.211, 0.426], [1.582, 3.077, -3.366], [-3.667, 4.343, 2.877], [2.638, 4.473, 0.256], [0.174, -2.999, 3.133], [0.249, 4.109, -0.414], [-1.590, 0.901, -0.282], [-1.017, -2.038, -4.608], [-0.240, -2.121, 3.629], [-3.208, 0.950, 0.847], [0.523, -3.811, -4.054], [-6.273, -1.187, 4.387], [2.169, -2.627, 3.841], [-3.919, 0.375, 1.820], [-1.790, 0.423, 3.471], [1.275, -3.847, 4.778], [-0.368, -0.572, 0.743], [-2.417, 0.244, -3.585], [-3.292, 4.230, 0.667], [-4.308, -0.501, 3.969], [2.602, 0.844, 3.696], [-6.090, -0.404, 2.380], [1.171, -1.019, -3.474], [3.450, 0.063, -1.407], [2.015, -0.847, -0.882], [-5.612, -0.743, 3.655], [0.468, -2.662, 1.737], [3.748, 2.319, 2.642], [-1.457, 3.786, -1.297], [2.610, 1.609, 2.931], [1.465, -4.746, -4.437], [5.836, 3.077, 2.473], [2.429, 0.150, -1.034], [5.015, 3.897, 1.648], [1.465, -3.467, 3.776], [1.385, 1.006, -2.218], [0.010, 1.275, -1.665], [-2.161, -0.507, -1.493], [2.387, -4.123, 1.721], [0.531, 1.414, 2.383], [-3.741, 2.115, -1.413], [-1.269, -1.804, -3.242], [-7.117, -0.563, 2.087], [2.273, 3.172, -1.744], [2.418, 0.700, -0.092], [-2.566, 1.906, -2.568], [1.408, 0.019, -3.707], [-0.147, -3.016, -5.017], [-5.217, 0.152, 1.499], [0.063, -3.193, -6.061], [0.484, -4.537, 0.797], [-2.845, 4.230, -2.152], [2.046, -4.529, 3.037], [0.660, 0.395, -4.405], [-0.877, -2.493, -1.250], [-3.389, 0.087, 3.056], [-2.012, -0.621, -2.803], [2.076, -5.396, -3.540], [6.504, 2.477, 1.846], [-3.909, -0.737, 4.945], [3.108, -3.297, 1.762]],
  "forces_ev_per_a": [[0.035, -0.010, -0.101], [-0.010, 0.000, 0.032], [-0.046, -0.060, -0.018], [0.073, 0.032, 0.040], [-0.013, -0.016, -0.024], [0.001, -0.002, 0.000], [-0.017, -0.023, 0.057], [0.002, -0.003, -0.013], [-0.009, 0.005, -0.009], [-0.012, 0.002, -0.010], [-0.006, -0.003, -0.002], [0.045, 0.056, 0.079], [-0.004, 0.001, -0.001], [0.005, 0.067, -0.013], [-0.020, -0.002, -0.035], [0.007, 0.041, 0.034], [0.003, 0.002, -0.002], [0.003, 0.002, -0.011], [-0.014, -0.062, 0.037], [0.007, -0.006, -0.002], [-0.071, 0.087, -0.164], [-0.004, 0.040, -0.054], [-0.013, 0.039, 0.070], [-0.018, -0.001, 0.003], [-0.009, 0.000, 0.016], [-0.082, -0.058, 0.037], [0.010, -0.005, -0.010], [-0.021, 0.027, -0.068], [0.009, -0.013, -0.004], [-0.010, -0.008, -0.017], [-0.022, 0.001, -0.026], [0.378, -0.465, -0.068], [-0.007, -0.029, 0.001], [-0.010, 0.004, -0.001], [-0.091, 0.290, 0.114], [-0.068, 0.001, -0.022], [0.003, 0.001, 0.005], [0.005, -0.008, 0.000], [-0.015, -0.140, 0.066], [-0.049, -0.037, -0.023], [0.003, 0.000, 0.001], [0.045, -0.162, -0.004], [-0.051, -0.005, -0.011], [-0.078, -0.067, -0.027], [-0.050, -0.005, 0.004], [-0.005, -0.007, -0.003], [-0.071, 0.009, -0.054], [0.004, 0.021, -0.022], [-0.005, 0.002, -0.015], [-0.002, 0.009, 0.011], [0.049, -0.020, 0.051], [-0.056, 0.127, 0.050], [-0.034, -0.009, -0.034], [-0.015, -0.005, -0.030], [-0.012, -0.006, 0.006], [0.163, 0.154, -0.001], [-0.023, 0.009, -0.016], [0.027, 0.033, -0.003], [0.059, 0.012, 0.051], [0.016, -0.008, -0.001], [0.037, -0.002, 0.020], [-0.105, -0.143, -0.065], [-0.123, 0.450, 0.073], [0.006, -0.011, 0.016], [0.000, -0.011, 0.004], [0.013, -0.011, -0.031], [0.023, -0.040, 0.084], [0.005, 0.001, -0.011], [-0.012, 0.014, -0.010], [0.023, -0.037, 0.020], [0.000, 0.002, 0.024], [-0.011, -0.016, 0.017], [-0.016, 0.005, 0.006], [0.032, -0.001, -0.019], [0.001, 0.001, -0.005], [-0.009, 0.004, -0.004], [0.009, -0.019, 0.052], [0.004, 0.012, 0.004], [0.000, -0.009, -0.002], [0.001, -0.001, 0.008], [0.147, 0.076, -0.109], [0.132, -0.008, 0.087], [-0.039, -0.070, 0.008], [-0.030, -0.022, -0.021], [0.002, 0.004, 0.003], [0.003, -0.001, 0.004]]
}

=====

Entry 3:
{
  "formula": "C28H34F8N3O24",
  "method": "ωB97M-V with the def2-TZVPD basis set",
  "total_charge": 1,
  "largest_force_ha_per_bohr": 0.0359,
  "gap_ev": 8.625,
  "elements": ["H", "H", "C", "H", "C", "N", "F", "O", "H", "C", "O", "H", "C", "O", "H", "H", "O", "C", "H", "F", "F", "H", "H", "O", "C", "C", "H", "O", "H", "C", "H", "C", "H", "O", "H", "C", "O", "C", "O", "O", "O", "H", "F", "C", "C", "C", "O", "O", "F", "H", "H", "H", "H", "H", "C", "C", "O", "O", "O", "N", "H", "O", "H", "H", "O", "H", "N", "F", "O", "C", "O", "O", "C", "H", "H", "C", "H", "H", "C", "H", "C", "C", "H", "H", "O", "H", "C", "C", "F", "F", "C", "O", "C", "C", "C", "O", "H"],
  "xyz": [[9.983, 1.777, 6.208], [-4.125, 6.348, 1.401], [1.913, 3.855, 1.793], [-5.150, 6.493, 2.794], [-4.633, 5.755, 2.171], [-5.551, 4.875, 1.440], [-0.945, -2.875, -11.752], [7.647, 2.288, 4.814], [5.729, 1.676, 4.276], [0.056, -1.629, -3.213], [-2.768, -2.698, -6.742], [-1.928, -4.558, -12.165], [-0.543, -0.116, 2.653], [-3.933, 0.188, 2.701], [11.978, 0.524, 6.923], [-4.848, -2.481, -4.927], [-2.885, -5.273, -8.559], [-4.087, -3.220, -6.817], [-0.111, -0.866, -3.973], [-0.385, -2.273, 1.696], [2.000, -2.116, -4.501], [0.274, 0.512, 2.311], [5.892, 2.344, 5.914], [1.577, -0.148, -0.545], [3.237, 3.198, 1.465], [9.859, -1.278, 6.913], [-2.935, -6.361, -0.998], [7.228, 4.477, 4.767], [-3.892, -3.069, -12.016], [6.033, 3.840, 4.357], [1.226, 3.880, 0.952], [-6.393, 4.002, 2.041], [9.110, 1.312, 7.686], [-3.448, -4.789, -2.215], [-5.127, -4.221, -5.173], [-2.791, -0.117, 2.528], [-3.159, -3.671, -4.779], [-2.766, -4.586, -9.521], [-1.596, -4.332, -10.151], [-1.739, 0.647, 2.901], [1.405, 3.011, 2.837], [2.057, 4.864, 2.180], [11.376, 1.107, 8.733], [-3.761, 3.633, 3.219], [6.223, 2.432, 4.879], [9.823, 0.980, 6.929], [-3.787, -3.950, -10.132], [2.163, -1.218, -2.434], [4.973, 4.458, 4.935], [-6.986, 5.318, 3.379], [-7.417, 3.760, 3.732], [-5.592, -4.911, -0.473], [-3.685, 2.862, 2.459], [1.604, -3.154, -2.851], [1.276, -0.736, -1.539], [-3.239, -3.102, -11.149], [9.566, -2.402, 6.692], [-2.388, -1.255, 1.927], [10.787, -0.879, 7.830], [-6.430, 2.719, 1.657], [-4.455, -5.520, 0.752], [3.605, 2.642, 2.717], [-5.601, 4.951, 0.437], [-4.075, -4.139, -7.397], [-2.753, -2.667, -1.852], [-3.770, 3.292, 4.254], [-7.250, 4.424, 2.982], [-4.651, -6.683, -1.965], [0.012, -1.018, -1.905], [8.197, 3.524, 4.839], [-1.054, -3.140, -5.340], [9.359, 3.742, 4.911], [-1.903, -3.765, -11.416], [-5.596, 2.471, 1.137], [-0.242, -0.620, 3.571], [-3.673, 4.971, 3.020], [-0.918, -0.705, 0.581], [3.184, 2.403, 0.719], [-4.441, -3.399, -5.356], [5.939, 3.912, 3.273], [-3.827, -5.824, -1.323], [-1.011, -1.080, 1.600], [-0.696, -2.399, -3.300], [-3.106, -2.095, -10.752], [-3.857, -3.802, -0.258], [-6.511, 2.041, 2.408], [-2.213, -3.167, -5.597], [1.472, -2.152, -3.263], [4.173, 4.099, 1.088], [-4.888, -2.305, -7.426], [-4.539, -5.060, -0.227], [2.402, 1.677, 4.357], [2.462, 2.376, 3.404], [-3.298, -3.652, -1.480], [11.098, 0.476, 7.566], [9.326, -0.200, 6.289], [-2.869, 5.542, 3.486]],
  "forces_ev_per_a": [[-0.032, -0.128, -0.147], [-0.139, 0.077, 0.063], [-0.210, 0.060, -0.125], [0.018, -0.168, 0.143], [0.781, 0.104, -1.544], [-0.474, 0.238, -0.362], [0.019, 0.010, 0.073], [-0.096, 0.112, 0.006], [0.161, -0.048, -0.073], [-0.284, -0.057, 0.118], [0.044, -0.261, -0.081], [0.071, 0.039, -0.053], [0.302, 0.215, 0.226], [-0.119, 0.210, -0.026], [0.057, 0.069, 0.070], [0.023, 0.063, -0.097], [0.131, -0.112, -0.090], [-0.307, 0.241, 0.160], [0.115, -0.012, -0.051], [-0.093, -0.041, -0.026], [0.049, 0.104, 0.028], [-0.189, 0.244, -0.013], [-0.042, 0.127, 0.007], [-0.124, 0.181, 0.080], [0.019, 0.141, 0.075], [-0.091, 0.033, 0.078], [-0.037, -0.100, -0.040], [0.053, -0.040, -0.280], [-0.101, -0.149, 0.069], [-0.027, -0.060, 0.233], [-0.092, -0.150, 0.070], [-0.006, -0.161, 0.174], [0.092, -0.029, 0.113], [0.234, 0.010, 0.332], [0.159, -0.125, 0.045], [0.023, -0.054, 0.116], [-0.107, 0.041, -0.195], [0.116, 0.006, 0.043], [-0.085, -0.252, -0.165], [-0.120, -0.191, -0.200], [0.229, 0.017, -0.196], [0.140, -0.008, -0.011], [-0.030, -0.044, 0.028], [0.369, 0.317, 0.712], [-0.108, -0.227, -0.088], [0.009, 0.222, -0.159], [0.027, 0.048, -0.056], [-0.001, -0.233, 0.219], [0.041, 0.060, -0.001], [-0.375, 0.200, -0.199], [-0.516, -0.068, -0.183], [0.004, -0.066, -0.095], [-1.667, 0.049, -0.158], [0.039, -0.026, -0.059], [0.005, 0.076, 0.031], [-0.098, 0.059, -0.114], [-0.046, -0.062, 0.032], [-0.036, 0.442, -0.090], [0.168, -0.034, -0.247], [0.812, -0.002, -0.044], [0.131, 0.124, 0.048], [-0.109, -0.191, -0.207], [0.361, -0.320, -0.016], [-0.135, 0.133, 0.015], [-0.013, 0.067, -0.037], [1.811, -0.310, -0.149], [1.408, -0.093, 0.998], [-0.006, 0.055, -0.051], [0.286, 0.000, -0.059], [0.007, -0.026, 0.098], [0.017, 0.040, -0.161], [0.052, 0.021, 0.084], [0.022, 0.173, 0.107], [-0.165, -0.032, -0.222], [-0.045, -0.126, -0.047], [-0.263, -0.281, -0.242], [-0.021, -0.162, -0.067], [0.061, 0.042, -0.056], [-0.073, -0.073, 0.099], [-0.103, 0.070, 0.007], [-0.177, 0.026, -0.100], [0.227, -0.385, -0.066], [-0.065, 0.024, 0.249], [0.117, -0.005, -0.002], [-0.024, -0.058, -0.012], [-0.764, -0.061, -0.147], [0.033, -0.018, 0.053], [-0.022, 0.155, -0.197], [0.030, -0.003, 0.084], [0.088, 0.058, 0.035], [-0.016, -0.054, 0.156], [-0.054, 0.021, 0.025], [0.016, -0.022, 0.269], [-0.095, -0.004, -0.050], [-0.184, -0.054, 0.167], [0.065, 0.029, 0.051], [-1.056, 0.329, 1.266]]
}